No. 1
Here is a structure of composition C31H50Cl2GdNOP in a non-equilibrium geometry from the Open Molecules 2025 dataset. Energies are from ωB97M-V with the def2-TZVPD basis set.

Last column: Löwdin charge in e.
Element x y z (Å)
P: -2.62060 2.83034 1.73871  1.066
C: -3.84391 2.17750 3.06330  -0.445
C: -4.73400 3.12753 3.88406  -0.212
C: -5.43376 2.36388 5.01713  -0.201
C: -6.18298 1.11411 4.54505  -0.210
C: -5.35487 0.24022 3.59784  -0.197
C: -4.70993 1.06080 2.47342  -0.240
C: -3.79659 3.52218 0.40951  -0.441
C: -5.08458 4.21450 0.86617  -0.213
C: -5.80556 4.85700 -0.32362  -0.203
C: -6.08451 3.86074 -1.45101  -0.211
C: -4.85472 3.03236 -1.83806  -0.195
C: -4.10999 2.43933 -0.63064  -0.225
C: -2.18608 4.47069 2.54943  -0.472
C: -1.41387 4.23550 3.85894  -0.214
C: -1.04264 5.55131 4.56083  -0.206
C: -0.32527 6.54242 3.64264  -0.214
C: -1.05446 6.74489 2.31418  -0.205
C: -1.43864 5.43229 1.60951  -0.213
H: -3.11653 1.71826 3.75880  0.086
H: -5.50137 3.57803 3.24276  0.090
H: -4.16234 3.96174 4.31322  0.095
H: -6.11844 3.03753 5.54839  0.104
H: -4.66692 2.06124 5.74091  0.111
H: -6.47912 0.51981 5.41733  0.102
H: -7.11093 1.41254 4.03859  0.108
H: -4.55008 -0.25041 4.16089  0.112
H: -5.97444 -0.55359 3.16350  0.107
H: -4.10709 0.40185 1.83445  0.076
H: -5.50353 1.49827 1.84886  0.098
H: -3.16436 4.28311 -0.07717  0.091
H: -5.17448 5.66821 -0.70709  0.111
H: -4.89173 4.98487 1.62803  0.103
H: -5.75661 3.47390 1.32045  0.092
H: -6.74005 5.31878 0.01901  0.105
H: -6.44699 4.40329 -2.33186  0.102
H: -6.89365 3.18417 -1.14549  0.109
H: -5.14302 2.22372 -2.51970  0.107
H: -4.15658 3.67532 -2.39056  0.114
H: -3.17609 1.96047 -0.96045  0.080
H: -4.72709 1.65518 -0.16848  0.098
H: -3.15672 4.94291 2.79056  0.090
H: -1.99581 3.61140 4.55223  0.097
H: -0.49486 3.67587 3.63678  0.119
H: -1.95680 6.01789 4.94906  0.109
H: -0.41597 5.33178 5.43175  0.105
H: 0.68926 6.17471 3.44164  0.112
H: -0.21397 7.50639 4.15376  0.102
H: -0.43970 7.34941 1.63906  0.105
H: -1.97094 7.32080 2.49387  0.108
H: -2.05904 5.68289 0.73789  0.097
H: -0.54186 4.93769 1.21252  0.093
Gd: -0.11207 0.51451 0.59726  0.808
Cl: -0.17326 2.62647 -0.81968  -0.246
Cl: -1.31985 -0.54807 2.55043  -0.223
C: -0.45339 -1.01521 -1.06749  -0.186
H: 0.52677 -1.29475 -1.49875  0.013
C: -1.56474 -1.69428 -1.61531  -0.335
C: -1.56799 -2.44533 -2.85513  -0.053
C: -2.75642 -2.91050 -3.42355  -0.121
C: -3.98736 -2.72651 -2.76953  -0.122
C: -4.01888 -2.09427 -1.51176  -0.111
C: -2.84760 -1.63083 -0.93368  -0.065
H: -0.60841 -2.59785 -3.36530  0.100
H: -2.74073 -3.42193 -4.38735  0.089
H: -4.95840 -1.95998 -0.97610  0.093
H: -2.83220 -1.17547 0.06455  0.059
H: -4.92120 -3.06360 -3.23697  0.089
O: 2.02386 -0.13653 0.54415  -0.314
C: 2.94137 -0.65499 -0.18412  -0.563
C: 4.08572 -1.42013 0.40738  -0.152
C: 4.26785 -2.86119 -0.08955  -0.211
C: 4.97911 -2.98683 -1.43556  -0.236
C: 4.21612 -2.33236 -2.58066  -0.210
C: 4.04002 -0.83177 -2.41548  -0.187
N: 2.91889 -0.47683 -1.50656  0.020
H: 4.99810 -0.83946 0.21049  0.098
H: 3.91620 -1.43129 1.48623  0.110
H: 4.88205 -3.38733 0.65782  0.096
H: 3.30812 -3.39244 -0.14094  0.116
H: 5.99295 -2.56489 -1.36623  0.105
H: 5.09497 -4.05747 -1.66670  0.100
H: 4.77076 -2.49889 -3.51437  0.100
H: 3.24170 -2.82044 -2.71015  0.114
H: 4.96839 -0.37912 -2.04415  0.110
H: 3.79562 -0.38861 -3.38633  0.110
H: 2.22300 0.17725 -1.86510  0.116

Atomic forces in eV per Å
P -1.4 0.7 0.4
C 0.7 0.1 -0.3
C -0.1 0.1 -0.1
C 0.3 0.0 0.1
C -0.1 0.0 -0.1
C 0.2 0.0 -0.1
C 0.0 -0.2 0.2
C 0.6 -0.2 0.2
C -0.1 0.0 -0.1
C 0.2 0.1 0.0
C -0.1 -0.1 0.0
C 0.2 0.0 0.0
C -0.1 0.0 -0.1
C -0.3 0.0 0.0
C 0.1 0.2 -0.1
C -0.1 -0.1 0.0
C 0.1 -0.2 -0.1
C -0.2 -0.1 0.0
C 0.2 0.0 0.1
H -0.3 -0.1 -0.1
H 0.2 -0.1 0.2
H -0.1 -0.2 -0.1
H 0.1 -0.1 0.0
H 0.0 0.0 0.0
H -0.1 0.1 -0.1
H 0.1 0.0 0.0
H -0.1 0.0 -0.1
H 0.0 0.1 0.1
H -0.1 0.1 0.1
H 0.2 -0.1 0.1
H -0.2 -0.2 -0.1
H 0.0 0.0 0.0
H 0.0 -0.2 -0.2
H 0.1 0.2 -0.1
H 0.1 0.0 -0.1
H 0.0 -0.1 0.1
H 0.1 0.0 0.0
H 0.0 0.1 0.0
H 0.0 -0.1 0.1
H -0.2 0.1 0.0
H 0.1 0.1 -0.1
H 0.4 0.0 0.1
H 0.1 0.1 -0.2
H -0.1 0.0 0.0
H 0.0 0.0 -0.1
H 0.0 0.0 0.0
H -0.1 0.0 0.0
H 0.0 -0.1 -0.1
H 0.0 0.0 0.1
H 0.0 0.0 0.0
H 0.2 -0.1 0.2
H -0.1 0.0 0.1
Gd 1.3 0.2 0.2
Cl -0.1 0.7 -0.5
Cl -0.5 -0.3 0.8
C 0.3 -1.2 -0.5
H -0.5 0.1 -0.2
C -1.2 -0.5 -0.3
C -0.1 0.4 0.4
C 0.1 0.1 0.5
C 0.0 0.1 0.0
C 0.4 -0.1 -0.1
C 0.7 0.3 -0.4
H -0.4 0.1 0.1
H 0.1 0.1 0.2
H 0.1 -0.1 -0.2
H -0.2 -0.1 -0.4
H 0.4 0.1 0.2
O -2.3 1.2 1.1
C 1.6 -2.0 1.9
C -0.8 0.5 -0.1
C 0.5 -0.3 0.2
C -0.2 -0.4 0.0
C 0.4 -0.2 -0.3
C -1.3 0.6 0.7
N 0.1 0.7 -3.9
H 0.6 -0.2 0.2
H 0.1 0.1 -0.1
H -0.1 0.0 -0.1
H 0.0 0.3 0.1
H -0.2 0.0 0.0
H 0.1 0.2 0.1
H 0.0 0.0 0.1
H 0.0 0.2 0.1
H 0.1 -0.1 -0.2
H 0.1 0.0 0.2
H 0.5 -0.2 0.2

Results
Kohn-Sham gap (spin up / spin down): 3.098 / 8.201 eV
Expectation value of S²: 16.1216
LUMO level (spin up / spin down): 2.55 / 2.41 eV
Charge: -1
Multiplicity: 8
Highest occupied orbital energy (spin up / spin down): -0.55 / -5.79 eV

=====

No. 2
Here is a structure of composition C31H50Cl3N2NaO25 in a non-equilibrium geometry from the Open Molecules 2025 dataset. Energies are from ωB97M-V with the def2-TZVPD basis set.

Last column: Löwdin charge in e.
Element x y z (Å)
Na: 14.60131 15.99221 10.27075  0.159
Cl: 12.88476 14.20730 9.66444  0.030
C: 12.39764 8.96634 15.26224  0.054
N: 13.01460 10.08728 15.98952  -0.420
O: 12.25837 10.75184 16.67230  0.090
O: 14.18490 10.29184 15.85624  0.059
H: 12.11513 8.14383 15.88716  0.103
H: 13.11535 8.46249 14.62368  0.096
H: 11.62463 9.34418 14.65782  0.052
C: 15.10811 13.49248 7.29311  0.018
N: 16.09811 13.40471 8.39385  -0.435
O: 16.67068 12.34688 8.42798  0.073
O: 16.38389 14.38055 9.04249  0.060
H: 14.22852 13.06548 7.66059  0.013
H: 15.55092 12.97233 6.43087  0.114
H: 14.85952 14.52457 7.10722  0.072
C: 11.79083 21.60149 9.87177  -0.026
C: 11.89819 20.72317 11.07012  -0.305
C: 10.76725 19.74220 11.11170  -0.103
O: 11.37918 18.56198 11.61718  0.051
C: 12.69713 18.54806 11.28179  -0.531
O: 13.39678 17.64390 11.44815  0.186
O: 13.03448 19.81506 10.87554  0.088
H: 11.06436 22.42090 9.99155  0.097
H: 11.46241 20.96413 9.04497  0.087
H: 12.77142 22.07340 9.62595  0.103
H: 12.05475 21.27674 11.97663  0.150
H: 10.45420 19.50587 10.07226  0.114
H: 9.97676 19.99954 11.77065  0.133
C: 10.95493 10.04032 10.40342  0.002
C: 12.24967 10.28741 9.52582  -0.275
C: 13.59501 10.27555 10.19877  -0.075
O: 14.51364 9.58084 9.29201  0.066
C: 13.74907 8.92980 8.39510  -0.536
O: 14.15312 8.26542 7.47327  0.138
O: 12.39637 9.15140 8.61431  0.054
H: 10.89830 10.82246 11.16181  0.050
H: 11.01499 9.07485 10.87850  0.078
H: 10.03408 10.19148 9.79763  0.093
H: 11.99851 11.11650 8.97024  0.100
H: 13.59306 9.67592 11.12332  0.133
H: 13.93950 11.29048 10.44667  0.111
C: 9.92898 15.89732 13.59264  -0.020
C: 11.06918 15.16191 12.91069  -0.252
C: 12.31189 15.01152 13.79711  -0.008
O: 12.25763 13.54658 14.10387  0.041
C: 11.30292 12.90626 13.39301  -0.580
O: 11.12875 11.72024 13.46692  0.103
O: 10.56549 13.76221 12.69852  0.063
H: 10.25139 16.85430 13.95437  0.074
H: 9.61425 15.34092 14.44796  0.082
H: 9.08526 16.11401 12.88795  0.103
H: 11.22372 15.62696 11.94270  0.109
H: 12.31970 15.61066 14.78109  0.166
H: 13.29056 15.16920 13.31402  0.102
C: 16.24758 10.49717 13.02134  -0.021
C: 15.30537 11.65254 13.17926  -0.328
C: 15.29660 12.37913 14.56249  -0.036
O: 15.32253 13.79167 14.17789  0.077
C: 15.38175 13.93327 12.86291  -0.588
O: 15.33556 14.97427 12.29638  0.128
O: 15.53345 12.73916 12.26582  0.080
H: 16.64185 10.37156 11.96763  0.100
H: 15.65987 9.61217 13.44259  0.103
H: 17.16961 10.72670 13.71425  0.111
H: 14.33482 11.32583 12.91568  0.113
H: 16.26369 12.13244 15.13467  0.157
H: 14.48622 12.21020 15.20940  0.077
C: 15.34949 20.25897 5.76454  0.002
C: 14.12242 19.37190 5.92153  -0.333
C: 14.18194 18.10880 5.22107  -0.088
O: 14.21784 17.08069 6.26847  0.072
C: 14.30614 17.72675 7.47908  -0.477
O: 14.68872 17.20986 8.50255  0.110
O: 14.04183 19.02703 7.31067  0.104
H: 16.19071 19.69126 6.09852  0.091
H: 15.33217 21.15561 6.35014  0.080
H: 15.39078 20.58876 4.72434  0.097
H: 13.21861 19.86512 5.65559  0.148
H: 15.01558 17.99956 4.47539  0.155
H: 13.28560 17.93704 4.61727  0.137
C: 8.74010 14.06610 6.95300  -0.012
C: 8.81917 14.98060 8.17108  -0.303
C: 9.54177 14.66985 9.41399  -0.125
O: 9.85974 15.99640 9.88542  0.034
C: 10.03189 16.79644 8.82844  -0.566
O: 10.55693 17.86967 8.73767  0.135
O: 9.55379 16.18132 7.73530  0.068
H: 8.31620 13.09871 7.32420  0.096
H: 9.69630 13.94853 6.46180  0.085
H: 7.93035 14.42494 6.27405  0.094
H: 7.80393 15.41668 8.42274  0.171
H: 10.56612 14.22267 9.28028  0.027
H: 9.11036 14.11593 10.26294  0.141
C: 7.96793 11.36406 12.33601  -0.016
C: 7.85444 9.92495 12.86987  -0.304
C: 8.64378 9.71430 14.11374  -0.084
O: 7.82600 8.73474 14.80258  0.066
C: 6.56037 8.80902 14.35818  -0.596
O: 5.65742 8.28803 14.88078  0.189
O: 6.50503 9.71174 13.34670  0.081
H: 9.05712 11.63533 12.25693  0.063
H: 7.50650 12.04061 12.97654  0.064
H: 7.55101 11.45012 11.29422  0.100
H: 8.01122 9.27636 12.02877  0.147
H: 8.80269 10.60823 14.72752  0.147
H: 9.59495 9.24351 13.91122  0.112
C: 19.62807 11.96700 11.63874  -1.095
Cl: 20.55929 10.43334 11.80316  0.462
Cl: 19.75456 12.74023 13.10868  0.580
H: 19.88418 12.57559 10.80008  0.028
H: 18.58454 11.58755 11.37696  0.034

Atomic forces in eV per Å
Na 0.2 -0.4 0.4
Cl -0.1 -0.3 0.1
C 1.3 -1.3 -0.7
N -1.8 -0.1 0.5
O 0.3 -0.1 -0.1
O 1.4 -0.2 0.0
H -0.7 0.2 1.0
H 0.5 0.6 -0.2
H -1.1 0.5 -0.4
C 0.8 0.8 -0.6
N 0.3 0.0 -1.7
O 0.5 -0.8 0.9
O -0.1 0.5 0.8
H -1.3 -1.0 0.4
H -0.3 0.2 0.5
H 0.2 0.4 -0.1
C 0.6 0.9 -0.8
C 0.5 -0.6 -0.8
C 0.3 -0.7 -0.9
O 0.3 -0.9 0.2
C -3.1 4.3 0.2
O 2.4 -2.7 0.1
O 0.1 -0.6 0.2
H 0.1 -0.4 0.2
H 0.2 0.3 -0.1
H -0.7 -0.4 0.2
H 0.2 0.1 0.6
H -0.2 0.3 0.8
H -0.8 0.3 0.4
C 1.0 1.1 -0.8
C -1.6 -3.1 1.2
C 0.7 0.2 1.0
O -1.2 0.7 0.2
C -0.7 -0.5 -1.5
O -0.3 0.7 1.4
O 1.2 0.3 0.1
H 0.2 -0.1 0.2
H -0.2 -0.4 0.1
H 0.7 -0.5 0.2
H 0.2 2.1 -1.4
H -0.2 0.2 -0.2
H 0.2 -0.3 -0.4
C -0.4 0.3 -1.1
C -1.2 0.1 0.3
C 0.3 -1.1 0.8
O 0.3 0.7 0.0
C 0.5 1.0 0.8
O 0.0 -0.2 -0.2
O 0.7 0.9 -0.3
H 0.4 0.6 0.1
H -0.5 -0.5 0.6
H 0.7 -0.5 0.6
H 0.5 -0.4 -0.2
H -0.4 -1.1 -1.5
H -0.8 0.2 0.0
C 1.7 -0.1 1.3
C -0.2 1.0 0.5
C 2.9 0.3 -0.8
O -0.3 -0.4 0.9
C 0.5 -1.7 0.3
O 0.0 1.1 -0.6
O 0.4 0.3 -0.5
H -0.9 -0.1 1.2
H 1.3 0.8 -0.8
H -1.5 -0.8 -1.4
H -1.3 -0.4 0.0
H -1.3 0.5 -0.8
H -1.0 0.0 0.3
C -0.9 -0.1 -0.7
C 0.7 2.3 1.4
C -0.1 -3.1 -1.9
O 0.5 0.9 0.2
C 0.9 -0.5 -0.5
O -1.0 0.8 -1.4
O -0.1 -0.4 0.8
H 0.9 -0.4 -0.2
H -0.4 0.4 0.5
H 0.5 -0.3 0.0
H -0.7 0.8 0.0
H -0.3 -0.1 1.2
H 0.0 -0.1 0.3
C -1.8 -0.7 1.1
C -1.6 1.7 -1.6
C 2.4 -1.0 1.2
O 0.1 1.1 0.8
C 0.1 -0.7 -1.2
O 0.0 0.1 0.9
O -0.3 -0.4 0.0
H 0.7 0.4 -0.4
H 0.1 -0.1 0.0
H 1.0 0.0 0.3
H 0.7 -0.9 -0.2
H -1.0 0.0 -0.4
H -0.5 0.4 -0.6
C 1.6 -1.3 -2.2
C -1.0 2.6 -0.6
C 0.2 -1.3 0.3
O 1.0 0.0 0.3
C 1.3 1.9 -0.1
O -1.7 -1.2 0.4
O -0.2 -0.5 -0.5
H -1.0 -0.3 0.2
H -0.9 1.2 1.2
H 0.2 -0.1 1.1
H 0.4 -0.9 0.0
H -0.3 -0.1 -0.1
H 0.3 0.0 0.0
C -2.1 -2.8 -1.7
Cl 0.2 0.1 -0.7
Cl -0.3 1.7 2.0
H 0.9 0.2 -0.4
H 1.2 0.8 0.8

Results
Kohn-Sham gap: 8.971 eV
LUMO level: 0.01 eV
Highest occupied orbital energy: -8.96 eV